{"formula": "C30H28BrN5O5Ti", "method": "ωB97M-V/def2-TZVPD", "spin_multiplicity": 1, "lumo_ev": -7.23, "homo_ha": -0.514, "total_charge": 2, "gap_ev": 6.750, "symbols": ["Ti", "O", "C", "C", "C", "C", "C", "C", "C", "O", "N", "N", "C", "C", "Br", "C", "C", "C", "C", "C", "C", "C", "H", "H", "H", "H", "H", "H", "H", "H", "H", "H", "H", "H", "H", "H", "C", "C", "C", "O", "C", "O", "O", "H", "H", "H", "H", "H", "H", "H", "N", "C", "C", "C", "C", "C", "C", "C", "N", "C", "C", "N", "C", "H", "H", "H", "H", "H", "H", "H"], "coordinates": [[-0.926397, -0.377383, 0.336270], [2.311715, 3.278985, 1.354770], [1.065946, 3.577462, 1.854907], [0.913578, 4.412536, 2.951928], [-0.350998, 4.723052, 3.420971], [-1.474408, 4.198766, 2.793949], [-1.309724, 3.360538, 1.705254], [-0.043576, 3.024219, 1.227606], [0.089563, 2.175510, -0.021054], [-1.029024, 1.280396, -0.135814], [1.258717, 1.298216, -0.065324], [1.057428, 0.172261, 0.724968], [2.040884, -0.415343, 1.296355], [1.888646, -1.693255, 1.933799], [0.068185, -2.329956, 1.941680], [2.791463, -2.486801, 2.521938], [4.233250, -2.344082, 2.610274], [4.868956, -3.075774, 3.619312], [6.236820, -2.981639, 3.802749], [6.987519, -2.169389, 2.964823], [6.371290, -1.462094, 1.935053], [5.005205, -1.549443, 1.754881], [2.972802, 3.838619, 1.779452], [1.793091, 4.831458, 3.431534], [-0.456772, 5.387829, 4.268936], [-2.467360, 4.456560, 3.140164], [-2.174877, 2.973774, 1.186276], [0.138526, 2.813069, -0.899680], [2.142314, 1.775822, 0.078542], [3.023012, 0.053314, 1.309111], [2.394839, -3.363268, 3.026766], [4.279409, -3.708002, 4.275101], [6.716131, -3.550387, 4.587636], [8.059750, -2.099783, 3.099205], [6.964600, -0.856102, 1.262679], [4.559208, -1.043694, 0.903217], [-4.411600, 1.002811, 2.308054], [-3.590520, -0.159591, 1.815010], [-4.052230, -1.490552, 2.375963], [-2.141733, 0.033606, 2.141684], [-3.508440, -0.208091, 0.288775], [-4.127042, 0.445549, -0.476021], [-2.499282, -1.084780, -0.085977], [-4.608958, 0.910557, 3.376749], [-5.364764, 1.010410, 1.779327], [-3.914425, 1.950259, 2.113502], [-4.021190, -1.465170, 3.467129], [-3.441892, -2.316289, 2.016261], [-5.086630, -1.672090, 2.079615], [-2.026727, -0.024559, 3.100416], [-2.818012, 0.609502, -9.701567], [-2.494158, 0.278529, -8.649914], [-2.086981, -0.137788, -7.326358], [-1.389280, -1.329473, -7.155287], [-0.993268, -1.723382, -5.888808], [-1.310417, -0.923362, -4.806702], [-2.015347, 0.258128, -4.957711], [-2.397930, 0.656281, -6.225842], [-0.903760, -1.336195, -3.483518], [-0.870191, -2.637769, -3.001630], [-0.467598, -2.560332, -1.718802], [-0.232272, -1.224220, -1.396109], [-0.512057, -0.529516, -2.503113], [-1.150102, -1.940968, -8.014674], [-0.419874, -2.633736, -5.761894], [-2.304107, 0.849012, -4.096378], [-2.954082, 1.573776, -6.365555], [-1.161903, -3.482825, -3.601920], [-0.326396, -3.357760, -1.011523], [-0.396547, 0.534038, -2.611420]], "atomic_forces_ev_per_a": [[0.42, -0.97, 0.73], [0.13, 0.14, 0.09], [0.09, 0.01, 0.05], [0.06, 0.05, 0.07], [-0.02, 0.01, 0.00], [0.03, -0.02, -0.01], [0.02, 0.01, -0.01], [-0.33, -0.08, 0.01], [0.20, -0.09, 0.44], [0.54, 1.23, -0.37], [-0.10, -0.40, -0.17], [0.57, 0.74, -0.01], [0.25, 0.01, 0.13], [-0.28, 0.22, -0.14], [-0.01, 0.06, -0.09], [0.27, -0.17, 0.17], [-0.07, 0.01, 0.05], [0.00, -0.02, 0.10], [0.01, 0.01, -0.03], [0.02, 0.02, -0.01], [0.03, 0.00, 0.02], [0.04, 0.06, -0.19], [0.01, 0.01, -0.01], [-0.05, -0.02, -0.03], [0.00, -0.03, -0.03], [0.05, -0.01, -0.02], [-0.04, -0.02, -0.02], [-0.13, -0.01, -0.24], [-0.03, 0.03, 0.19], [-0.12, -0.06, 0.01], [0.05, 0.00, -0.03], [0.04, 0.02, -0.06], [0.00, 0.02, 0.00], [-0.04, 0.00, -0.01], [0.00, -0.04, 0.02], [0.12, -0.15, 0.12], [-0.03, 0.12, 0.01], [0.24, -0.10, 0.11], [-0.06, -0.03, 0.03], [-0.41, -0.12, -0.17], [-0.07, -0.22, 0.31], [-0.17, -0.14, -0.23], [-1.58, 0.12, -0.18], [0.04, 0.02, -0.03], [0.00, -0.02, 0.05], [-0.01, 0.00, -0.03], [-0.01, 0.00, -0.02], [0.02, -0.02, -0.03], [0.02, 0.01, 0.03], [0.18, 0.02, -0.11], [0.06, -0.05, 0.18], [0.02, -0.05, 0.08], [-0.06, 0.09, -0.20], [0.02, -0.06, -0.05], [0.12, -0.09, -0.09], [0.12, -0.09, 0.24], [-0.12, 0.08, 0.08], [-0.04, 0.07, -0.03], [-0.04, -0.15, -0.26], [-0.12, 0.14, -0.22], [0.18, 0.19, 0.18], [-0.12, -0.36, -0.41], [0.19, -0.08, 0.00], [0.00, 0.02, 0.02], [-0.04, 0.04, 0.00], [0.02, -0.03, -0.03], [0.02, -0.03, 0.01], [0.02, 0.07, 0.00], [-0.02, 0.01, 0.05], [-0.09, 0.04, -0.01]], "mulliken_charge": [0.017, -0.553, 0.996, -0.808, -0.632, -1.033, -0.185, -0.109, 0.149, 0.037, -0.332, 0.321, -0.230, 0.112, -0.156, -0.551, 0.896, -0.559, -0.671, -0.419, -0.770, -0.198, 0.350, 0.328, 0.418, 0.454, 0.560, 0.346, 0.393, 0.568, 0.372, 0.344, 0.409, 0.409, 0.409, 0.472, -1.552, 1.894, -1.568, -0.189, 0.068, -0.484, -0.460, 0.402, 0.391, 0.266, 0.436, 0.339, 0.432, 0.283, -0.412, -0.077, 0.445, -0.852, -0.535, 0.832, -0.303, -0.904, 0.216, -0.381, -0.838, 0.130, -0.415, 0.469, 0.472, 0.549, 0.456, 0.501, 0.526, 0.711]}